Molecular formula: CH4S3
Method: DFT, ωB97M-V with the def2-TZVPD basis set

## Properties
maximum force = 2.64 eV/A
DFT total energy = -33602.691 eV
HOMO level (spin up / spin down) = -9.65 / -7.21 eV
lowest unoccupied orbital energy (spin up / spin down) = -0.009 / -0.020 hartree
ΔE to the lowest compared entry with this formula, charge and spin = 110.9 kcal/mol

Each line ends with the Löwdin charge.
Positions of all 8 atoms, in Å:
C1 -0.530 -0.396 0.212  -1.54
S1 0.267 -1.913 -0.130  0.64
S2 -0.536 0.014 1.963  0.60
S3 -1.678 0.123 -1.045  0.60
H1 1.224 1.462 -0.320  0.11
H2 0.770 -2.038 1.069  -0.17
H3 -0.268 1.324 2.028  -0.15
H4 -1.251 -1.071 -1.753  -0.10

Molecular formula: CH4SSi
Method: DFT, ωB97M-V with the def2-TZVPD basis set

## Properties
maximum force = 3.88 eV/A
DFT total energy = -19812.840 eV
HOMO level = -8.42 eV
lowest unoccupied orbital energy = -0.015 hartree
ΔE to the lowest compared entry with this formula, charge and spin = 26.1 kcal/mol

Each line ends with the Löwdin charge.
Positions of all 7 atoms, in Å:
C1 0.939 0.637 0.090  -0.86
Si1 -0.790 -0.360 -0.112  0.61
S1 2.300 -0.144 -0.169  0.59
H1 0.864 1.566 0.524  -0.06
H2 -1.348 -0.454 1.262  -0.08
H3 -0.309 -1.618 -0.663  -0.08
H4 -1.656 0.373 -0.931  -0.12

Molecular formula: CH5BF5O2SSi
Method: DFT, ωB97M-V with the def2-TZVPD basis set

## Properties
maximum force = 1.81 eV/A
DFT total energy = -38198.573 eV
HOMO level = -8.12 eV
lowest unoccupied orbital energy = 0.114 hartree
net charge = -1

Each line ends with the Löwdin charge.
Positions of all 16 atoms, in Å:
C1 0.120 2.021 0.165  -0.25
Si1 0.503 0.198 0.233  0.67
S1 2.078 0.093 1.825  0.43
O1 3.327 0.122 1.159  -0.34
O2 1.883 1.081 2.815  -0.33
F1 1.980 -1.297 2.529  -0.20
H1 -0.830 2.214 0.647  0.03
H2 0.880 2.579 0.704  0.02
H3 0.105 2.347 -0.867  0.03
H4 1.112 -0.293 -1.006  -0.02
H5 -0.646 -0.611 0.642  -0.02
B1 -2.110 -1.702 -1.776  -1.28
F2 -2.590 -2.494 -0.722  0.08
F3 -0.831 -2.148 -2.163  0.06
F4 -2.991 -1.749 -2.862  0.09
F5 -1.990 -0.361 -1.322  0.03

Molecular formula: CH5BS
Method: DFT, ωB97M-V with the def2-TZVPD basis set

## Properties
maximum force = 4.61 eV/A
DFT total energy = -12622.383 eV
HOMO level (spin up / spin down) = -6.23 / -10.96 eV
lowest unoccupied orbital energy (spin up / spin down) = 0.021 / -0.125 hartree
2S+1 = 3
ΔE to the lowest compared entry with this formula, charge and spin = 53.3 kcal/mol

Each line ends with the Löwdin charge.
Positions of all 8 atoms, in Å:
B1 0.344 0.892 -0.231  -0.53
C1 0.294 -0.644 -0.401  -0.44
S1 -1.388 -0.103 0.079  0.85
H1 0.722 1.374 0.770  0.03
H2 0.247 1.546 -1.200  0.03
H3 0.731 -1.575 0.856  0.13
H4 0.281 -1.275 -1.273  0.04
H5 -1.229 -0.216 1.400  -0.10

Molecular formula: CH5BS2
Method: DFT, ωB97M-V with the def2-TZVPD basis set

## Properties
maximum force = 3.83 eV/A
DFT total energy = -23464.938 eV
HOMO level = -9.62 eV
lowest unoccupied orbital energy = 0.013 hartree
ΔE to the lowest compared entry with this formula, charge and spin = 38.2 kcal/mol

Each line ends with the Löwdin charge.
Positions of all 9 atoms, in Å:
B1 -0.891 0.704 -0.359  -0.70
C1 -1.936 -0.336 0.224  -0.08
S1 3.569 -0.626 -0.084  0.47
S2 0.138 1.799 -0.940  0.69
H1 -2.557 -0.798 -0.425  0.02
H2 -2.647 0.051 0.842  0.02
H3 -1.441 -1.086 0.789  0.06
H4 2.746 0.026 0.805  -0.20
H5 3.020 0.266 -0.852  -0.29

Molecular formula: CH5BrN2
Method: DFT, ωB97M-V with the def2-TZVPD basis set

## Properties
maximum force = 6.42 eV/A
DFT total energy = -74138.050 eV
HOMO level = -9.38 eV
lowest unoccupied orbital energy = -0.019 hartree
ΔE to the lowest compared entry with this formula, charge and spin = 21.0 kcal/mol

Each line ends with the Löwdin charge.
Positions of all 9 atoms, in Å:
C1 0.898 0.508 -0.025  -0.18
N1 0.332 -0.702 0.435  -0.18
N2 -0.919 -1.030 -0.305  -0.23
Br1 -2.427 0.470 0.071  0.34
H1 0.055 1.269 0.251  0.04
H2 1.784 0.865 0.556  0.09
H3 1.108 0.307 -1.085  0.09
H4 0.002 -0.709 1.353  0.07
H5 -0.833 -0.978 -1.251  -0.03

Molecular formula: CH5BrN2
Method: DFT, ωB97M-V with the def2-TZVPD basis set

## Properties
maximum force = 1.81 eV/A
DFT total energy = -74138.706 eV
HOMO level = -8.77 eV
lowest unoccupied orbital energy = -0.029 hartree
ΔE to the lowest compared entry with this formula, charge and spin = 5.9 kcal/mol

Each line ends with the Löwdin charge.
Positions of all 9 atoms, in Å:
C1 -0.197 0.987 0.448  -0.17
N1 -0.164 -0.765 -1.019  -0.02
N2 0.565 0.003 -0.244  -0.36
Br1 1.658 -1.476 1.210  0.07
H1 -1.154 0.619 0.839  0.08
H2 0.397 1.427 1.242  0.08
H3 -0.402 1.763 -0.297  0.10
H4 0.378 -1.479 -1.490  0.10
H5 -1.082 -1.078 -0.689  0.12

Molecular formula: CH5BrN2O
Method: DFT, ωB97M-V with the def2-TZVPD basis set

## Properties
maximum force = 4.66 eV/A
DFT total energy = -76186.629 eV
HOMO level = -9.08 eV
lowest unoccupied orbital energy = 0.022 hartree
ΔE to the lowest compared entry with this formula, charge and spin = 0.2 kcal/mol

Each line ends with the Löwdin charge.
Positions of all 10 atoms, in Å:
C1 -1.187 0.695 0.046  -0.48
N1 -0.328 -0.207 -0.093  0.05
N2 2.897 -0.718 0.578  -0.51
O1 -1.048 1.768 0.713  0.07
Br1 2.662 0.806 -0.438  0.52
H1 -0.707 -1.083 -0.550  0.08
H2 -2.126 0.778 -0.548  0.14
H3 2.312 -1.401 0.085  -0.03
H4 2.384 -0.575 1.520  0.03
H5 -0.321 1.576 1.360  0.14

Molecular formula: CH5FN2
Method: DFT, ωB97M-V with the def2-TZVPD basis set

## Properties
maximum force = 4.64 eV/A
DFT total energy = -6812.458 eV
HOMO level = -9.74 eV
lowest unoccupied orbital energy = 0.033 hartree
ΔE to the lowest compared entry with this formula, charge and spin = 68.4 kcal/mol

Each line ends with the Löwdin charge.
Positions of all 9 atoms, in Å:
C1 -1.038 -0.281 0.030  -0.06
N1 0.142 0.598 -0.280  -0.15
N2 1.341 0.578 0.322  0.03
F1 2.268 -0.609 -0.277  -0.28
H1 -0.972 -1.297 -0.405  0.09
H2 -1.219 -0.148 1.186  0.13
H3 -1.805 0.135 -0.460  0.02
H4 0.150 1.020 -1.241  0.15
H5 1.134 0.005 1.124  0.09

Molecular formula: CH5FN2
Method: DFT, ωB97M-V with the def2-TZVPD basis set

## Properties
maximum force = 4.09 eV/A
DFT total energy = -6809.692 eV
HOMO level (spin up / spin down) = -9.59 / -9.59 eV
lowest unoccupied orbital energy (spin up / spin down) = -0.020 / 0.005 hartree
ΔE to the lowest compared entry with this formula, charge and spin = 132.2 kcal/mol

Each line ends with the Löwdin charge.
Positions of all 9 atoms, in Å:
C1 0.011 -0.030 1.153  -0.25
N1 -1.128 0.048 0.340  0.00
N2 0.341 -0.144 -1.694  0.14
F1 1.277 0.653 -1.151  -0.12
H1 0.815 -0.571 0.605  0.07
H2 0.204 1.040 1.285  0.07
H3 -0.147 -0.539 2.058  0.06
H4 -1.430 -0.807 -0.142  0.03
H5 0.056 0.351 -2.455  0.01

Molecular formula: CH5FN4
Method: DFT, ωB97M-V with the def2-TZVPD basis set

## Properties
maximum force = 5.07 eV/A
DFT total energy = -9789.408 eV
HOMO level (spin up / spin down) = -6.73 / -9.70 eV
lowest unoccupied orbital energy (spin up / spin down) = 0.030 / -0.085 hartree
2S+1 = 3
ΔE to the lowest compared entry with this formula, charge and spin = 39.1 kcal/mol

Each line ends with the Löwdin charge.
Positions of all 11 atoms, in Å:
C1 0.527 -0.473 0.069  -0.38
N1 1.839 0.113 0.164  0.16
N2 0.296 -1.847 -0.126  0.12
N3 -0.641 1.658 -0.066  0.03
N4 -0.546 0.372 0.323  -0.09
F1 -1.955 -0.350 -0.115  -0.29
H1 1.754 1.129 0.187  0.02
H2 1.251 -2.226 -0.022  0.10
H3 -0.438 -2.408 0.278  0.10
H4 -0.940 1.663 -1.098  0.14
H5 -1.146 2.370 0.406  0.08

Molecular formula: CH5FO
Method: DFT, ωB97M-V with the def2-TZVPD basis set

## Properties
maximum force = 3.67 eV/A
DFT total energy = -5882.444 eV
HOMO level = -11.63 eV
lowest unoccupied orbital energy = 0.033 hartree
ΔE to the lowest compared entry with this formula, charge and spin = 1.1 kcal/mol

Each line ends with the Löwdin charge.
Positions of all 8 atoms, in Å:
F1 1.318 1.508 -2.705  -0.05
C1 1.170 1.728 -1.429  -0.19
H1 0.098 1.724 -1.168  0.08
H2 1.591 2.715 -1.173  0.08
H3 1.682 0.960 -0.825  0.08
O1 -1.882 -2.516 2.591  -0.09
H4 -1.399 -2.955 1.855  0.05
H5 -2.576 -3.163 2.853  0.05

Molecular formula: CH5FO
Method: DFT, ωB97M-V with the def2-TZVPD basis set

## Properties
maximum force = 3.66 eV/A
DFT total energy = -5882.441 eV
HOMO level = -11.60 eV
lowest unoccupied orbital energy = 0.035 hartree
ΔE to the lowest compared entry with this formula, charge and spin = 1.1 kcal/mol

Each line ends with the Löwdin charge.
Positions of all 8 atoms, in Å:
F1 -0.131 -2.635 -0.570  -0.05
C1 -0.744 -2.186 0.489  -0.19
H1 -1.777 -1.896 0.232  0.08
H2 -0.214 -1.297 0.871  0.08
H3 -0.779 -2.945 1.288  0.08
O1 1.163 3.261 -0.837  -0.09
H4 0.488 3.975 -0.886  0.05
H5 1.995 3.723 -0.587  0.05

Molecular formula: CH5FP2
Method: DFT, ωB97M-V with the def2-TZVPD basis set

## Properties
maximum force = 1.77 eV/A
DFT total energy = -22409.975 eV
HOMO level = -9.79 eV
lowest unoccupied orbital energy = -0.006 hartree
ΔE to the lowest compared entry with this formula, charge and spin = 67.7 kcal/mol

Each line ends with the Löwdin charge.
Positions of all 9 atoms, in Å:
C1 -0.176 -0.408 0.455  -1.12
F1 -0.284 0.918 0.210  -0.17
P1 -1.369 -1.468 -0.028  0.78
P2 1.228 -0.882 1.530  0.74
H1 -0.298 0.803 -2.169  0.01
H2 -0.027 1.470 -2.491  0.04
H3 -2.298 -0.481 -0.736  -0.09
H4 0.988 0.277 2.420  -0.07
H5 2.235 -0.230 0.808  -0.12

Molecular formula: CH5FP2
Method: DFT, ωB97M-V with the def2-TZVPD basis set

## Properties
maximum force = 2.46 eV/A
DFT total energy = -22412.464 eV
HOMO level = -8.93 eV
lowest unoccupied orbital energy = 0.019 hartree
ΔE to the lowest compared entry with this formula, charge and spin = 10.3 kcal/mol

Each line ends with the Löwdin charge.
Positions of all 9 atoms, in Å:
C1 1.025 -0.784 0.168  -0.45
F1 -2.367 -0.645 0.260  -0.45
P1 -1.485 0.501 -0.583  0.55
P2 0.260 0.872 0.589  0.51
H1 1.937 -0.933 0.656  0.00
H2 1.243 -0.719 -0.861  -0.01
H3 0.355 -1.566 0.474  0.01
H4 0.942 1.533 -0.689  -0.02
H5 -1.911 1.739 -0.014  -0.13

Molecular formula: CH5IN2
Method: DFT, ωB97M-V with the def2-TZVPD basis set

## Properties
maximum force = 3.22 eV/A
DFT total energy = -12197.341 eV
HOMO level = -9.01 eV
lowest unoccupied orbital energy = 0.018 hartree
ΔE to the lowest compared entry with this formula, charge and spin = 5.5 kcal/mol

Each line ends with the Löwdin charge.
Positions of all 9 atoms, in Å:
C1 0.326 -0.956 -0.329  -0.60
N1 0.116 1.280 0.180  -0.02
N2 0.061 -0.037 0.679  -0.26
I1 -1.392 -0.838 -1.805  0.53
H1 1.349 -0.728 -0.803  0.09
H2 0.358 -2.046 0.149  0.09
H3 -0.824 1.531 0.011  0.03
H4 0.733 1.879 0.680  0.07
H5 -0.727 -0.086 1.237  0.07

Molecular formula: CH5IN2S
Method: DFT, ωB97M-V with the def2-TZVPD basis set

## Properties
maximum force = 3.92 eV/A
DFT total energy = -23031.794 eV
HOMO level = -8.10 eV
lowest unoccupied orbital energy = -0.018 hartree
ΔE to the lowest compared entry with this formula, charge and spin = 27.1 kcal/mol

Each line ends with the Löwdin charge.
Positions of all 10 atoms, in Å:
C1 -0.008 -0.965 0.028  -0.30
N1 0.618 0.561 -0.865  -0.51
N2 -1.114 -0.646 0.802  -0.54
S1 1.282 1.669 0.190  0.61
I1 -2.832 -0.045 -0.189  0.77
H1 -0.213 -1.646 -0.784  0.08
H2 0.851 -1.212 0.636  0.09
H3 -0.237 0.920 -1.276  -0.06
H4 -0.897 0.070 1.494  0.01
H5 2.551 1.293 -0.035  -0.16

Molecular formula: CH5IN2S
Method: DFT, ωB97M-V with the def2-TZVPD basis set

## Properties
maximum force = 3.41 eV/A
DFT total energy = -23030.228 eV
HOMO level (spin up / spin down) = -9.20 / -8.88 eV
lowest unoccupied orbital energy (spin up / spin down) = -0.048 / -0.082 hartree
ΔE to the lowest compared entry with this formula, charge and spin = 63.3 kcal/mol

Each line ends with the Löwdin charge.
Positions of all 10 atoms, in Å:
C1 1.625 0.731 -0.106  -0.20
N1 -0.214 -0.544 0.866  -0.43
N2 0.652 1.191 -0.758  -0.03
S1 -1.434 -0.969 -0.007  0.55
I1 -4.361 -1.170 0.462  -0.02
H1 1.809 0.650 0.979  0.06
H2 2.590 0.233 -0.538  0.09
H3 0.082 -1.219 1.478  -0.04
H4 0.729 0.802 -1.717  0.06
H5 -1.477 0.296 -0.661  -0.05

Molecular formula: CH5INPS
Method: DFT, ωB97M-V with the def2-TZVPD basis set

## Properties
maximum force = 2.46 eV/A
DFT total energy = -30830.593 eV
HOMO level = -8.77 eV
lowest unoccupied orbital energy = -0.082 hartree
ΔE to the lowest compared entry with this formula, charge and spin = 92.6 kcal/mol

Each line ends with the Löwdin charge.
Positions of all 10 atoms, in Å:
C1 0.262 0.075 -1.570  -0.39
N1 -1.802 0.012 1.526  -0.08
P1 0.579 -0.295 0.228  -0.08
S1 1.661 -1.851 0.322  0.15
I1 1.853 1.708 0.993  0.34
H1 1.180 0.644 -1.955  0.04
H2 0.231 -0.951 -2.131  0.07
H3 -0.456 0.855 -1.722  0.02
H4 -1.659 -0.921 1.985  -0.06
H5 -1.850 0.724 2.324  -0.02

Molecular formula: CH5IP2
Method: DFT, ωB97M-V with the def2-TZVPD basis set

## Properties
maximum force = 4.14 eV/A
DFT total energy = -27794.324 eV
HOMO level = -9.30 eV
lowest unoccupied orbital energy = 0.010 hartree
ΔE to the lowest compared entry with this formula, charge and spin = 8.4 kcal/mol

Each line ends with the Löwdin charge.
Positions of all 9 atoms, in Å:
C1 -0.513 -0.073 -0.169  -1.41
P1 0.286 -1.456 0.689  0.60
P2 0.500 1.476 0.729  0.69
I1 -2.483 0.025 0.566  0.67
H1 -0.400 -0.005 -1.261  0.00
H2 -0.287 -2.344 -0.234  -0.11
H3 1.446 -1.242 -0.074  -0.11
H4 1.525 1.306 -0.040  -0.20
H5 -0.075 2.312 -0.205  -0.14